A single C21H23N3O4S molecule at a distorted geometry, computed with wB97M-V/def2-TZVPD.

```
52
Properties=species:S:1:pos:R:3:forces:R:3:lowdin_charge:R:1
O -2.499960 -1.620146 0.156520 -0.1 -0.1 0.0 0.068
C -3.114526 -0.569438 0.039915 0.1 -0.1 0.0 -0.387
N -2.496583 0.651470 0.024030 -0.2 -0.1 0.0 0.080
C -1.143720 0.953503 0.174477 0.3 0.2 0.0 -0.790
N -0.335118 -0.096437 0.351690 -1.0 -0.5 -0.1 0.089
C 1.040096 -0.193452 0.548873 0.7 0.1 0.1 -0.225
C 1.912494 0.890136 0.614066 -0.1 0.1 0.0 -0.031
C 3.260599 0.674524 0.821898 0.0 -0.3 0.0 -0.024
C 3.774943 -0.608457 0.961906 -0.1 -0.1 0.0 -0.230
C 2.901629 -1.686054 0.889550 0.1 0.1 0.0 -0.036
C 1.551301 -1.484571 0.689764 -0.2 0.1 0.0 -0.012
H 0.879107 -2.329458 0.638244 -0.1 -0.1 0.0 0.116
H 3.279745 -2.693092 0.992774 0.0 -0.1 0.0 0.111
C 5.247173 -0.806110 1.194808 0.1 0.1 0.0 -0.162
N 6.032706 0.013391 0.288541 0.1 -0.1 0.1 -0.177
C 5.892104 -0.415565 -1.092330 0.1 0.3 -0.2 -0.162
C 6.655191 0.553302 -1.993852 -0.3 -0.2 0.0 -0.194
H 6.618057 0.225833 -3.034130 -0.1 0.0 0.1 0.125
O 8.019007 0.613067 -1.645970 0.1 -0.1 -0.1 -0.134
C 8.165511 1.003053 -0.301343 0.1 -0.1 0.4 -0.200
C 7.439764 0.043463 0.642222 0.2 0.2 -0.2 -0.174
H 7.541493 0.397765 1.670620 0.0 0.0 0.0 0.124
H 7.900647 -0.958383 0.564802 0.0 0.0 0.0 0.130
H 9.237811 1.008580 -0.098000 -0.1 0.0 0.0 0.124
H 7.759558 2.016267 -0.160988 0.1 -0.1 0.0 0.126
H 6.203812 1.552966 -1.907121 0.0 -0.1 0.0 0.128
H 4.833261 -0.410028 -1.357983 0.0 0.0 -0.1 0.125
H 6.290378 -1.436843 -1.237129 -0.1 0.0 0.0 0.133
H 5.501943 -1.878111 1.105549 0.0 0.1 0.0 0.126
H 5.490005 -0.489292 2.215420 0.1 -0.1 0.0 0.130
H 3.937376 1.513260 0.868250 0.1 0.1 0.0 0.118
H 1.540483 1.894321 0.506572 0.0 0.0 0.0 0.021
H -0.832398 -0.996094 0.340840 0.1 0.3 0.0 0.111
S -0.767099 2.558962 0.107515 0.1 0.4 0.0 0.689
H -3.064938 1.475490 -0.126776 0.2 -0.1 0.0 0.096
C -4.585355 -0.531344 -0.117675 -0.5 -0.1 0.0 -0.136
C -5.360114 0.572649 0.225183 -0.1 -0.2 -0.1 0.064
C -6.736087 0.539851 0.061528 -0.1 -0.1 0.0 -0.187
C -7.349831 -0.596786 -0.484147 0.2 0.1 0.0 -0.193
C -6.574540 -1.710848 -0.790299 -0.1 0.2 0.1 0.023
C -5.211592 -1.682928 -0.597689 0.2 0.1 0.0 -0.010
H -4.603883 -2.543049 -0.829793 0.0 -0.1 0.0 0.120
H -7.069649 -2.583770 -1.183617 -0.1 -0.1 -0.1 0.125
O -8.690253 -0.651197 -0.722558 0.3 -0.3 0.1 -0.014
C -9.333916 0.604222 -0.653951 -0.1 0.6 0.2 -0.141
C -8.842121 1.381940 0.564927 -0.5 -0.3 -0.2 -0.144
H -9.328906 2.354937 0.639152 0.0 -0.1 0.0 0.135
O -7.458168 1.634405 0.452823 0.4 0.0 -0.1 -0.020
H -9.042485 0.797551 1.473257 0.0 0.1 -0.1 0.141
H -10.403514 0.400344 -0.592203 0.1 0.1 0.0 0.134
H -9.119483 1.181307 -1.563438 -0.1 -0.1 0.1 0.141
H -4.941941 1.464871 0.665278 0.1 0.1 0.1 0.130
```
Forces are in eV/Å.

Energy above the lowest of the compared OMol25 structures with the same formula, charge and spin, kcal/mol: 41.1
Gap between HOMO and LUMO, eV: 8.21
Max |F|, eV Å⁻¹: 1.1
DFT total energy, eV: -45646.0939
Multiplicity: 1

=====

A single C21H23N5O5S2 molecule at a distorted geometry, computed with wB97M-V/def2-TZVPD.

```
56
Properties=species:S:1:pos:R:3:forces:R:3:lowdin_charge:R:1
C -7.845582 -1.847504 -0.818966 0.3 0.3 0.1 -0.062
C -7.366378 -0.408490 -0.807395 -0.5 0.1 -0.2 -0.223
H -7.483251 0.062022 -1.790467 0.0 0.0 0.2 0.129
H -7.920248 0.192569 -0.076621 0.1 -0.1 -0.1 0.130
O -5.984883 -0.402115 -0.455281 0.0 -0.3 0.0 -0.068
C -5.364397 0.787225 -0.470298 -0.1 0.5 -0.1 -0.509
O -5.918610 1.823236 -0.756301 -0.1 -0.2 0.0 0.106
C -3.965208 0.621602 -0.095287 0.6 -0.2 0.2 -0.343
C -2.970757 1.562315 -0.002108 -0.3 -0.3 0.0 -0.209
C -1.728898 0.976117 0.394918 -0.2 -0.3 0.0 -0.093
C -1.849425 -0.393804 0.587999 -0.3 0.0 -0.1 -0.402
N -0.852326 -1.251088 0.980743 0.1 0.2 0.2 0.086
C -1.032736 -2.596108 1.008122 0.2 -0.1 0.2 -0.555
O -2.107672 -3.114758 0.815961 0.1 -0.3 0.1 0.016
C 0.193891 -3.427544 1.340923 0.2 -0.1 -0.3 -0.332
H 0.171855 -3.706145 2.396315 0.0 0.0 0.0 0.095
H 0.169448 -4.332519 0.733290 -0.1 0.1 0.1 0.096
S 1.787872 -2.597040 1.092878 0.1 -0.2 0.4 1.018
C 1.608637 -2.193223 -0.580626 0.2 0.2 -0.5 -0.587
N 0.599180 -2.576369 -1.335320 0.2 -0.5 1.1 0.045
N 0.793216 -2.018901 -2.517884 -0.5 0.1 -1.0 -0.015
N 1.842913 -1.319498 -2.539939 0.8 0.7 -0.7 0.058
N 2.418013 -1.388271 -1.326510 -1.3 -1.2 0.7 -0.036
C 3.589386 -0.687484 -1.017545 0.7 0.5 0.0 -0.217
C 3.928279 0.404877 -1.811665 -0.1 -0.1 0.0 -0.016
C 5.064313 1.130375 -1.519850 0.0 -0.1 0.1 -0.029
C 5.878291 0.788164 -0.442945 0.0 -0.1 0.1 -0.274
C 5.531836 -0.314593 0.326840 0.0 0.2 -0.1 -0.031
C 4.398999 -1.057037 0.047025 -0.3 -0.1 -0.2 -0.042
H 4.159086 -1.921392 0.646605 0.1 -0.1 0.0 0.064
H 6.156711 -0.604752 1.158069 0.1 0.0 0.1 0.116
C 7.107368 1.586572 -0.143638 0.1 0.0 0.0 -0.047
H 7.522050 1.318901 0.824437 0.1 0.0 0.1 0.076
H 7.865160 1.403168 -0.905024 0.1 0.0 0.0 0.087
H 6.882871 2.651356 -0.150490 0.0 0.1 0.0 0.083
H 5.323773 1.979735 -2.133771 0.0 0.1 -0.1 0.119
H 3.293575 0.665667 -2.643899 0.0 0.0 0.0 0.111
H 0.053871 -0.824440 1.154770 -0.2 -0.2 -0.1 0.093
S -3.427065 -0.990768 0.291625 0.0 0.6 -0.1 1.238
C -0.506954 1.761723 0.558069 0.1 0.2 0.0 -0.404
O -0.431178 2.961078 0.469749 0.0 -0.1 0.0 0.116
O 0.586198 0.990280 0.828222 -0.2 -0.3 0.0 -0.044
C 1.822093 1.668504 1.067456 0.5 0.4 0.2 -0.197
C 2.508043 1.062563 2.279821 -0.3 0.0 -0.3 -0.054
H 1.883557 1.174587 3.162762 0.0 0.0 0.1 0.083
H 2.705787 0.005171 2.119592 0.0 0.0 0.1 0.032
H 3.452345 1.571748 2.447551 0.1 0.1 0.0 0.080
H 2.445032 1.560928 0.172927 -0.1 0.0 0.1 0.111
H 1.606264 2.730346 1.221554 0.1 -0.2 -0.1 0.121
C -3.154157 3.009154 -0.281402 -0.2 0.2 -0.1 -0.012
H -2.463521 3.327655 -1.059907 0.0 0.1 0.0 0.094
H -4.176015 3.204356 -0.589071 0.0 0.0 0.0 0.071
H -2.918138 3.590330 0.608117 0.0 0.1 0.0 0.094
H -7.709910 -2.293290 0.162532 0.0 -0.1 0.1 0.077
H -8.897985 -1.880990 -1.085349 -0.1 0.0 0.0 0.077
H -7.274615 -2.424219 -1.541324 0.0 -0.1 -0.1 0.079
```
Forces are in eV/Å.

Energy above the lowest of the compared OMol25 structures with the same formula, charge and spin, kcal/mol: 8.7
Gap between HOMO and LUMO, eV: 8.57
Max |F|, eV Å⁻¹: 1.8
DFT total energy, eV: -61509.2863
Multiplicity: 1

=====

A single C21H23NO molecule, computed with wB97M-V/def2-TZVPD.

```
46
Properties=species:S:1:pos:R:3:forces:R:3:lowdin_charge:R:1
C -3.734068 -2.339630 0.046234 -0.1 0.2 0.1 -0.085
H -2.727503 -2.419184 0.448264 0.1 -0.1 0.0 0.062
H -4.370660 -3.035149 0.587798 0.0 -0.1 0.1 0.069
H -3.715895 -2.623414 -1.002595 0.0 -0.1 -0.1 0.079
C -4.285410 -0.923146 0.191456 0.1 -0.2 -0.1 -0.265
N -3.669462 0.002821 -0.738072 0.0 0.0 0.0 -0.207
C -2.254759 0.226203 -0.578756 0.0 -0.1 -0.1 -0.187
H -1.903787 0.778526 -1.455348 0.1 -0.1 0.1 0.125
C -1.794159 0.976751 0.697278 -0.3 0.0 -0.2 -0.172
C -0.389253 0.735738 0.934066 0.5 0.0 0.1 0.006
C 0.773421 0.489112 1.092644 -0.3 0.1 0.3 0.091
C 2.179862 0.172198 1.306165 0.1 -0.1 -0.3 -0.413
C 2.488549 -1.163378 0.642962 0.4 0.0 -0.3 -0.096
C 2.000984 -2.409239 0.968048 0.0 0.1 0.0 -0.006
C 2.418078 -3.497870 0.212494 -0.1 -0.1 0.1 -0.078
C 3.297088 -3.330585 -0.846228 0.0 -0.1 -0.1 -0.083
C 3.787500 -2.076143 -1.175598 0.0 0.1 0.0 -0.013
C 3.381134 -0.987425 -0.423080 -0.3 -0.5 0.3 -0.109
C 3.733537 0.423873 -0.509881 0.0 0.6 0.2 -0.109
C 4.585903 1.098228 -1.367369 -0.1 -0.1 0.0 -0.014
C 4.753543 2.464136 -1.197624 0.1 0.0 -0.1 -0.083
C 4.084245 3.145743 -0.193222 0.0 0.1 0.1 -0.078
C 3.221781 2.477020 0.666529 0.0 -0.1 0.0 -0.005
C 3.054969 1.120641 0.499533 0.3 -0.2 -0.2 -0.095
H 2.694845 3.001707 1.449417 -0.1 0.1 0.1 0.122
H 4.233674 4.209244 -0.078396 0.0 0.1 0.0 0.101
H 5.416945 3.005153 -1.856816 0.0 0.0 0.0 0.101
H 5.111247 0.572605 -2.150810 0.1 0.0 -0.1 0.109
H 4.472126 -1.952650 -2.001464 0.1 0.0 -0.1 0.109
H 3.605022 -4.190894 -1.422701 0.0 -0.1 0.0 0.101
H 2.051352 -4.485304 0.451352 0.0 -0.1 0.0 0.101
H 1.313809 -2.530652 1.792064 -0.1 0.0 0.1 0.122
O 2.440822 0.197100 2.700208 -0.1 0.0 0.2 0.042
H 3.370940 -0.014278 2.835150 0.1 0.0 -0.1 0.114
H -1.963603 2.051014 0.593924 -0.1 -0.1 0.1 0.109
H -2.358689 0.614862 1.560533 -0.1 0.1 0.0 0.115
H -1.762290 -0.748972 -0.593511 0.1 0.1 0.0 0.109
C -4.480896 1.152423 -1.073681 -0.2 0.1 0.0 -0.247
C -4.965756 2.037981 0.082769 0.1 -0.2 -0.2 -0.082
H -5.591245 2.833969 -0.314559 -0.1 0.1 0.0 0.070
H -5.557565 1.460196 0.788594 -0.1 0.0 0.1 0.065
H -4.135839 2.491062 0.616797 0.1 0.1 0.1 0.054
H -5.363655 0.776351 -1.605528 0.0 0.1 0.0 0.112
H -3.907573 1.762286 -1.776718 -0.1 0.0 -0.1 0.113
H -5.352509 -0.941046 -0.046647 0.0 0.0 0.1 0.117
H -4.186820 -0.608001 1.244314 -0.1 0.0 -0.1 0.108
```
Forces are in eV/Å.

Energy above the lowest of the compared OMol25 structures with the same formula, charge and spin, kcal/mol: 50.3
Gap between HOMO and LUMO, eV: 8.72
Max |F|, eV Å⁻¹: 0.7
DFT total energy, eV: -25686.2072
Multiplicity: 1

=====

A molecular structure, C21H24AlIN3O6S at a distorted geometry, computed with wB97M-V/def2-TZVPD.

```
57
Properties=species:S:1:pos:R:3:forces:R:3:lowdin_charge:R:1
C -3.386879 3.139347 0.873923 -0.1 0.9 -0.6 -0.215
C -1.912170 3.194106 0.147749 0.7 1.3 2.6 -0.815
I -2.223450 3.170776 -2.017879 0.3 0.2 0.7 0.801
C -0.834492 2.094746 0.710983 -0.4 1.2 0.0 -0.344
Al -0.830267 0.293193 -0.269540 2.5 0.9 0.2 0.182
C 0.463916 0.477617 -1.909261 0.6 -0.1 -0.4 -0.276
C 2.013806 0.575477 -1.534113 0.2 0.4 -4.3 -0.075
C 3.116359 0.773757 -2.718359 -5.6 -0.4 -0.7 -0.042
C 2.378414 0.847855 -4.170181 -1.4 -0.6 3.4 -0.091
C 0.785421 0.677863 -4.254341 0.8 0.1 0.3 -0.151
N -0.257875 0.490731 -3.206833 8.4 0.8 0.2 -0.024
S -2.893079 -0.513847 -0.829189 -3.1 -4.7 -4.2 0.565
C -4.239343 -0.126539 0.469897 -0.5 1.1 0.1 -0.210
O -2.798542 -2.089631 -0.830244 0.0 3.9 1.1 -0.538
O -3.379765 -0.126136 -2.255037 0.8 0.0 4.1 -0.535
H -4.214337 2.761180 0.112074 1.8 0.6 1.9 0.043
H -3.328102 2.509300 1.858439 -0.3 1.2 -1.9 0.067
H -3.686705 4.266482 1.123870 0.6 -2.5 -0.4 0.082
H -1.458214 4.266472 0.410511 -1.1 -2.2 -0.9 0.072
H 0.260581 2.549232 0.582123 -2.3 -0.9 0.3 0.072
H -1.037324 1.928530 1.855933 0.4 0.6 -2.0 0.056
H -0.160912 -0.767680 0.738639 -0.3 -0.1 0.0 -0.062
H 2.363662 0.507419 -0.414223 -0.9 0.1 -2.5 0.084
H 4.269883 0.862402 -2.541795 -2.9 -0.2 -0.6 0.038
H 3.015055 1.021986 -5.147146 -1.6 -0.4 2.1 0.067
H 0.336462 0.707326 -5.362880 1.1 0.0 2.6 0.091
H -3.703090 0.386415 1.375794 -1.0 -1.2 -1.6 0.048
H -4.920346 0.690056 -0.041788 1.2 -1.8 1.1 0.065
H -4.844724 -1.079404 0.791747 1.4 1.9 -0.9 0.052
C -5.907648 -4.695723 1.772808 0.0 0.0 0.1 -0.060
C -6.988127 -5.214562 2.488008 0.2 0.4 0.2 -0.074
C -7.429564 -4.577262 3.649203 0.0 0.0 0.0 -0.011
C -6.781573 -3.413077 4.084578 0.3 -0.4 -0.8 -0.148
C -5.691750 -2.894366 3.372757 -0.1 -0.1 0.0 0.005
C -5.257547 -3.542078 2.214479 -0.2 -0.1 0.2 -0.057
N -7.256989 -2.724236 5.290376 -0.3 0.6 1.0 -0.329
O -8.211856 -3.224926 5.902947 1.3 0.7 -0.8 0.047
O -6.679421 -1.679771 5.624362 -0.9 -1.5 -0.4 0.058
H -5.570633 -5.192979 0.864865 0.0 0.1 0.2 0.113
H -7.488707 -6.114924 2.138260 0.1 0.2 0.1 0.104
H -8.273010 -4.994137 4.195252 0.2 0.3 0.0 0.114
H -5.176534 -1.994445 3.702061 -0.3 -0.2 0.1 0.120
H -4.414337 -3.145535 1.653234 -0.1 -0.1 0.1 0.102
C 10.625326 1.641562 -1.435679 -0.1 0.0 0.0 -0.080
C 9.806106 2.726615 -1.751399 -0.2 -0.4 0.1 -0.071
C 8.418849 2.571293 -1.779457 0.0 -0.1 0.0 0.002
C 7.859881 1.320313 -1.483865 1.1 0.1 0.0 -0.134
C 8.680304 0.227414 -1.174120 0.0 0.1 0.0 0.001
C 10.066429 0.394263 -1.151986 -0.2 0.3 -0.1 -0.071
N 6.401190 1.156968 -1.486763 -1.3 -0.2 0.1 -0.313
O 5.710255 2.142758 -1.784305 1.3 -1.3 0.6 0.051
O 5.944100 0.044481 -1.187629 0.7 1.7 -0.4 0.067
H 11.706201 1.768949 -1.409549 -0.2 0.0 0.0 0.105
H 10.249224 3.695212 -1.972801 -0.2 -0.2 0.0 0.107
H 7.794141 3.426681 -2.027257 0.0 -0.4 0.1 0.120
H 8.260067 -0.750244 -0.947551 -0.1 0.3 -0.1 0.120
H 10.711684 -0.447278 -0.909705 -0.2 0.1 0.0 0.107
```
Forces are in eV/Å.

Gap between HOMO and LUMO, eV: 5.77
Net charge: -1
Max |F|, eV Å⁻¹: 8.4
DFT total energy, eV: -64442.4552
Multiplicity: 1

=====

A molecular structure, C21H24AuN3O4S2, computed with wB97M-V/def2-TZVPD.

```
55
Properties=species:S:1:pos:R:3:forces:R:3:lowdin_spin:R:1
Au -0.558896 -0.110581 0.304630 -0.2 -0.1 0.4 0.502
C -1.164341 -0.517610 4.631010 0.0 0.1 0.0 0.001
O 0.174274 -0.488165 5.125494 0.2 -0.2 0.0 0.019
C 1.235230 -0.154637 4.356353 0.0 0.1 -0.1 0.048
C 2.380082 0.205467 5.001371 -0.1 0.0 -0.1 -0.014
C 3.547354 0.581533 4.289180 0.1 0.0 0.0 0.071
C 3.549385 0.627456 2.934851 -0.1 0.0 0.0 -0.031
C 2.386671 0.270480 2.187744 0.0 0.0 0.1 0.094
C 2.484875 0.408740 0.800143 -0.2 0.0 0.1 -0.018
N 1.533110 0.270472 -0.121467 0.5 0.1 -0.2 0.204
N 1.995968 0.441124 -1.350300 -0.3 -0.2 0.2 0.271
C 1.125415 0.069735 -2.342732 0.1 0.1 -0.2 0.047
O 0.139443 -0.650870 -2.191313 -0.1 -0.1 -0.1 0.092
C 1.489469 0.598129 -3.692355 0.0 0.0 0.1 0.002
C 0.602342 0.399826 -4.745093 0.1 0.0 0.0 0.003
C 0.888342 0.902788 -6.002567 0.0 0.0 0.0 0.001
C 2.068790 1.601329 -6.215940 0.0 0.0 0.0 0.005
C 2.959903 1.794349 -5.170719 0.0 0.0 0.0 0.000
C 2.671392 1.298042 -3.909395 0.0 0.0 0.0 0.006
C 1.218673 -0.233717 2.896450 0.0 0.0 0.1 0.087
O 0.240349 -0.772537 2.323978 0.0 -0.2 -0.1 0.216
H -1.775693 -0.559642 5.530389 -0.1 0.0 -0.1 0.000
H -1.338824 -1.391205 4.007458 0.0 0.0 0.0 0.000
H -1.393783 0.387596 4.067528 0.0 0.0 0.0 0.000
H 2.371017 0.207049 6.082548 0.0 0.0 0.0 -0.001
H 4.433320 0.857890 4.842324 0.0 0.0 0.0 0.005
H 4.428677 0.951619 2.397644 0.1 0.0 -0.1 -0.003
H 3.456761 0.680633 0.400231 0.0 0.0 0.0 -0.001
H -0.304467 -0.157245 -4.563019 -0.1 0.0 0.0 0.000
H 0.195289 0.748348 -6.816342 -0.1 0.0 -0.1 0.000
H 2.295442 1.992967 -7.197766 0.0 0.0 0.0 0.000
H 3.881657 2.334700 -5.337269 0.0 0.0 0.0 0.000
H 3.356233 1.447313 -3.088022 0.0 0.0 0.0 0.000
S -2.655793 -1.275407 0.723375 -0.1 0.3 -0.3 0.076
C -3.456661 -0.768989 -0.694400 0.1 -0.2 0.3 0.022
N -2.922286 -0.655731 -1.881760 0.2 0.1 0.0 0.018
C -3.777298 -0.170447 -2.952360 0.0 0.0 -0.1 0.001
C -4.930384 0.547140 -2.264196 0.0 0.0 -0.1 0.002
S -5.147555 -0.339499 -0.692665 0.0 0.0 0.1 0.009
H -1.907864 -0.673016 -2.001156 0.0 -0.1 0.1 0.000
H -4.126233 -1.019945 -3.547137 0.0 0.0 0.0 0.001
H -3.206089 0.503254 -3.590392 0.0 0.0 0.0 0.000
H -5.847390 0.516205 -2.845896 0.0 0.0 0.0 0.000
H -4.663534 1.577855 -2.032287 0.0 0.0 0.0 0.000
C -0.524914 3.341743 0.163111 0.0 0.1 0.0 -0.002
C -0.824747 2.509502 -1.075589 0.0 0.0 0.0 0.015
C -1.590048 3.303257 -2.125353 0.0 0.1 0.0 0.014
O -1.600775 1.388008 -0.759595 0.2 0.0 -0.2 0.231
H 0.102927 4.201186 -0.068405 0.1 0.1 -0.1 0.000
H -0.005269 2.742472 0.911550 0.0 -0.1 0.0 -0.001
H -1.454438 3.698671 0.607149 -0.1 0.0 0.0 0.000
H 0.139009 2.213806 -1.523324 -0.1 0.0 0.0 0.003
H -2.551226 3.628006 -1.725116 -0.1 0.0 0.1 0.000
H -1.769885 2.685706 -3.005087 0.0 -0.1 -0.1 0.000
H -1.038305 4.188148 -2.441392 0.1 0.1 0.0 0.002
```
Forces are in eV/Å.

Energy above the lowest of the compared OMol25 structures with the same formula, charge and spin, kcal/mol: 0.0
Gap between HOMO and LUMO (alpha / beta), eV: 7.44 / 5.70
Max |F|, eV Å⁻¹: 0.5
DFT total energy, eV: -60186.3948
Multiplicity: 3